(1)
C29H42Br2F6IN4O8P2 | ωB97M-V with the def2-TZVPD basis set

The LUMO energy is -2.53 eV. The total charge is +1. The calculation puts the electronic energy at -236147.98780 eV.

XYZ file:
```
94
Properties=species:S:1:pos:R:3:forces:R:3
C -0.17396 0.12831 -4.14097 -0.2081 0.4712 0.0144
C -0.14275 0.48344 -2.63146 0.1785 -0.4951 -1.1030
C -0.35196 -0.78734 -1.80283 0.1270 0.4037 0.4180
I 1.31166 -2.10090 -2.32183 -0.1903 -0.1120 -0.0040
C -0.77766 -0.61496 -0.30164 -0.5475 -0.1224 0.0445
C -1.97707 0.36877 -0.40321 0.2139 0.2184 -0.2080
C -1.46798 -2.05002 0.24471 -0.2662 -0.3191 -0.1228
C -3.00875 -2.02344 -0.06447 0.2149 -0.2458 0.1700
C -3.83274 -3.31356 0.03911 -0.2055 -0.0389 0.0047
O -5.02629 -3.21712 -0.04751 -0.2002 0.0160 0.0718
C -1.05458 -3.37211 -0.43026 0.4673 0.2192 0.0107
C -0.30739 -4.32225 0.24612 0.0779 -0.1587 0.0989
C 0.01659 -5.54770 -0.31975 0.0461 -0.0657 -0.0128
C -0.42344 -5.86285 -1.59027 -0.0051 -0.0509 -0.0594
C -1.22348 -4.95470 -2.26276 -0.0329 0.0933 -0.0736
C -1.53966 -3.73789 -1.68868 0.0014 0.0434 -0.1937
C -1.40082 -2.14248 1.79557 0.5106 0.7419 -0.1635
P -2.22448 -3.69437 2.54917 -0.3483 0.1573 0.0525
N -3.22471 -2.80738 3.60400 -0.0178 -0.5015 0.0734
O -1.09644 -4.35134 3.53101 0.0819 -0.1400 -0.0145
C -0.14201 -1.66559 2.51220 -0.2800 -0.7100 0.2002
F -0.56388 -1.50677 3.84717 -0.0312 -0.0412 -0.0302
P 1.40019 -2.60417 2.75255 -0.0216 0.0808 -0.2223
C 2.53083 -3.17739 1.47523 0.3146 -0.2230 -0.2366
C 1.84129 -2.95884 4.46827 -0.0055 -0.2181 0.1785
N 0.02453 -0.16472 2.13988 0.0726 0.1497 -0.1956
C 0.87635 0.50897 3.16806 0.1322 0.4380 0.7514
C 0.08356 1.49619 4.01883 -0.1270 -0.2526 0.0534
O -0.11180 2.62893 3.75367 -0.0850 -0.0654 0.1087
F -0.37978 0.93187 5.15224 0.1595 0.2597 -0.3727
C 0.31650 0.16412 0.64193 0.5035 0.5991 -0.2046
C 1.80043 -0.01734 0.19699 -0.2271 -0.2295 0.2670
C 2.92582 0.90495 0.73294 0.3683 0.0452 -0.1426
C 4.05537 0.34799 1.59797 0.2261 0.8477 0.1924
F 3.62111 -0.45811 2.60048 -0.2061 -0.2465 -0.1681
Br 4.86002 1.92078 2.50882 -0.1494 -0.3109 -0.0278
C 5.22532 -0.38684 0.85504 -0.1344 -0.0612 0.0990
F 5.72761 -1.29064 1.69942 0.2038 -0.1092 0.0325
F 6.19091 0.45918 0.51266 0.1466 0.1650 -0.0344
Br 4.70351 -1.27312 -0.78039 -0.0840 -0.1150 -0.0688
C 0.06852 1.71173 0.67756 -0.1436 0.2164 0.1733
C 0.38555 2.56793 -0.52787 -0.1388 0.0741 0.0343
O 1.43688 2.71614 -1.04122 -0.1218 0.1094 -0.0344
F -0.69115 3.29905 -0.90949 0.3651 -0.1443 0.0893
H -0.70206 0.91037 -4.67847 0.0127 0.0255 -0.0186
H -0.70607 -0.80358 -4.32988 0.1181 -0.1285 -0.0026
H 0.82245 0.08978 -4.57243 0.0317 -0.2696 0.0227
H -0.93251 1.21790 -2.49221 0.0003 -0.0517 0.2733
H 0.81601 0.95786 -2.44348 -0.0717 0.0346 0.1534
H -1.20464 -1.28477 -2.25832 0.0939 -0.2163 0.0409
H -1.67669 1.36187 -0.69309 -0.0108 -0.0126 0.0201
H -2.52532 0.46482 0.53290 -0.1328 -0.0640 0.0366
H -2.65205 0.08027 -1.19939 -0.1889 -0.1570 0.1743
H -3.53960 -1.31865 0.56712 -0.1044 0.1341 -0.1173
H -3.18444 -1.76046 -1.10484 0.0016 0.2112 0.0428
H -3.36315 -4.29609 0.13883 0.1837 -0.0190 -0.0908
H 0.02201 -4.14826 1.25913 0.1296 0.1180 0.1045
H 0.60218 -6.26011 0.24568 0.0139 -0.0025 0.0345
H -0.17897 -6.80802 -2.05371 0.0424 -0.0542 0.0570
H -1.60383 -5.19180 -3.24652 -0.0332 -0.0002 -0.0213
H -2.18869 -3.08422 -2.25525 0.0340 0.0290 -0.0147
H -2.12670 -1.38862 2.12538 -0.0458 -0.0179 0.0488
H -2.77695 -2.41935 4.42767 -0.1133 0.2338 -0.0306
H -4.02499 -3.36198 3.88287 -0.0863 0.1110 0.0580
H -1.02493 -3.92780 4.39395 0.1050 0.0537 0.0104
H 2.08981 -3.13635 0.48132 -0.1877 0.0052 -0.0088
H 3.45871 -2.60946 1.45789 -0.0677 0.0184 0.1002
H 2.77633 -4.22410 1.66302 -0.0973 -0.0237 0.0274
H 1.42259 -2.22679 5.15365 0.0488 0.0684 0.0078
H 2.92766 -2.92892 4.54618 0.0236 0.1087 0.0113
H 1.50619 -3.95266 4.76584 -0.0210 0.0096 0.0149
H -0.92514 0.19626 2.26807 -0.0636 -0.0530 -0.0539
H 1.68698 1.08136 2.75173 0.0159 -0.0778 -0.3221
H 1.32991 -0.23386 3.81675 -0.0373 -0.2347 -0.1878
H 1.74281 0.22988 -0.85831 0.0145 -0.1007 -0.0004
H 2.09291 -1.05934 0.20745 -0.0079 -0.0183 0.2062
H 2.55274 1.78588 1.23846 -0.0508 0.0307 0.0356
H 3.46412 1.33841 -0.11279 -0.1907 -0.0480 -0.1467
H -0.92664 1.96162 1.03366 -0.0374 -0.0542 -0.0811
H 0.72671 2.15908 1.41838 0.0637 -0.0878 0.0973
C -0.48213 5.39549 -3.71976 -0.0811 -0.1609 0.0227
N -0.34378 4.20110 -4.59899 0.0115 -0.0680 0.0021
O -0.84210 3.14886 -4.23144 -0.0648 0.1501 0.1551
O 0.25805 4.34357 -5.63544 0.0609 0.0403 -0.0575
H -1.03978 5.10343 -2.83904 -0.0041 0.0091 -0.0061
H 0.51847 5.73046 -3.46966 0.0182 0.0551 -0.0545
H -0.99524 6.15831 -4.29272 0.0627 0.0540 -0.0540
C -1.51303 10.35080 -3.15432 0.0002 0.0602 -0.0850
N -1.03595 9.00640 -3.57782 0.0150 -0.0306 0.0031
O -0.96541 8.76924 -4.76260 -0.0329 0.0028 -0.0680
O -0.74619 8.21891 -2.69726 -0.0213 0.0566 0.1399
H -1.72889 10.92770 -4.04473 0.0049 -0.0110 -0.0167
H -2.39940 10.20008 -2.54628 0.0207 -0.0113 0.0453
H -0.72115 10.80110 -2.56416 -0.0090 -0.0192 0.0463
```
Positions in Å, forces in eV/Å.

(2)
C4H9N3 | ωB97M-V with the def2-TZVPD basis set

The LUMO energy is -9.83 eV. The total charge is +2. The calculation puts the electronic energy at -8742.38020 eV.

XYZ file:
```
16
Properties=species:S:1:pos:R:3:forces:R:3
C 0.45675 1.66789 1.14912 2.4277 2.6747 5.5074
C -1.44868 -0.56328 -1.17431 -1.2785 0.1813 -0.5725
C 0.63796 0.30664 -0.35516 -0.7754 -5.5889 -0.1657
C 1.45949 -0.50228 1.85492 0.3242 -0.8921 0.0048
N -0.22179 -0.51523 -0.82208 1.8703 2.0167 0.1366
N 0.78557 0.26119 1.11814 1.1152 2.7818 -2.2022
N -1.96543 -1.46496 -1.97126 -0.0421 1.0631 1.5842
H 1.31810 2.46646 1.30837 -1.5407 -1.9828 0.2216
H -0.46701 1.91939 1.66391 0.1793 -0.2762 0.9777
H -1.99959 0.28267 -0.75582 -0.7897 -0.4775 -0.4036
H 1.43091 0.69470 -0.99359 0.1131 0.7184 0.5249
H 0.14315 1.87076 0.23918 -1.5529 1.5334 -5.0666
H 1.93599 -0.17053 2.76312 -0.4456 0.0048 0.6313
H 1.55893 -1.49900 1.46375 0.5899 -0.4713 0.1008
H -2.95038 -1.65515 -1.82760 -0.0538 -0.2562 -0.8114
H -1.30178 -2.08997 -2.37604 -0.1411 -1.0290 -0.4672
```
Positions in Å, forces in eV/Å.

(3)
C2H3N4O | ωB97M-V with the def2-TZVPD basis set

The SMILES is Cn1nnnc1[O-]. The LUMO energy (spin up / spin down) is 4.06 / 4.06 eV. The total charge is -1. The calculation puts the electronic energy at -10129.47685 eV.

XYZ file:
```
10
Properties=species:S:1:pos:R:3:forces:R:3
C -1.00009 -0.83801 0.02492 0.0254 0.1700 -0.0608
C 1.34137 0.09469 -0.01174 1.9353 0.8390 0.2450
N -2.27511 -0.21436 -0.02793 0.9796 -2.7291 0.0060
N -2.18002 1.02841 0.02426 5.3405 2.7243 0.5056
N -0.65665 1.39372 0.11750 -4.7607 0.7659 -0.4984
N -0.09900 0.20441 0.04779 0.2426 -0.9912 0.4877
O -0.65642 -2.03162 0.05918 -0.5119 -0.1181 -0.1443
H 2.02927 0.26264 0.90131 -1.8747 -0.5124 -0.4572
H 1.74676 -0.78991 -0.49968 -0.8430 -0.4923 0.2135
H 1.74989 0.89003 -0.63561 -0.5330 0.3438 -0.2970
```
Positions in Å, forces in eV/Å.